[1]
Entry from the OMol25 dataset: one molecule with the formula C4H6N2O (the ωB97M-V functional and the def2-TZVPD basis).

Bonds (Å) are listed after each position.
Positions of all 13 atoms, in Å:
1 N 0.32 0.66 -1.92  C7 1.256, C12 1.515
2 C -0.63 0.74 0.51  N6 1.445, H9 1.097, C12 1.524, H13 1.095
3 H 0.65 -1.29 1.47  C10 1.110
4 O -0.28 -2.84 0.52  C10 1.212
5 H -1.64 -0.93 -0.33  N6 1.011
6 N -0.96 -0.66 0.37  C2 1.445, H5 1.011, C10 1.362
7 C 1.31 0.39 -1.19  N1 1.256, H11 1.084, C12 1.446
8 H 0.55 2.33 -0.47  C12 1.092
9 H -0.22 0.90 1.52  C2 1.097
10 C -0.15 -1.67 0.80  H3 1.110, O4 1.212, N6 1.362
11 H 2.23 -0.19 -1.23  C7 1.084
12 C 0.36 1.25 -0.52  N1 1.515, C2 1.524, C7 1.446, H8 1.092
13 H -1.55 1.32 0.46  C2 1.095

M   98.1 g mol⁻¹
Charge   0
SMILES   O=CNC[C@H]1C=N1
Orbital gap   10.83 eV


[2]
Entry from the OMol25 dataset: one molecule with the formula C2H3NOS in a non-equilibrium geometry (the ωB97M-V functional and the def2-TZVPD basis).

Bonds (Å) are listed after each position.
Positions of all 8 atoms, in Å:
1 S 3.05 -0.22 0.00  C8 1.638
2 N -0.66 0.44 0.02  O6 1.363, C7 1.260
3 H -2.67 -0.13 0.02  C7 1.025
4 H -1.41 -1.42 0.04  C7 1.136
5 H 1.37 1.55 -0.02  C8 1.136
6 O 0.46 -0.33 -0.01  N2 1.363, C8 1.311
7 C -1.67 -0.32 -0.03  N2 1.260, H3 1.025, H4 1.136
8 C 1.54 0.42 -0.01  S1 1.638, H5 1.136, O6 1.311

M   89.1 g mol⁻¹
Charge   0
SMILES   C=NOC=S
Orbital gap   9.14 eV


[3]
Entry from the OMol25 dataset: a 11-piece molecular cluster, C33H91N3O14 overall in a non-equilibrium geometry (the ωB97M-V functional and the def2-TZVPD basis).

Bonds (Å) are listed after each position.
Positions of all 141 atoms, in Å:
1 H 1.79 -0.04 0.35  C107 1.090
2 H -3.17 -6.25 -0.43  O14 0.960
3 H 1.85 4.06 -2.06  C65 1.090
4 N 3.41 2.49 1.94  H30 1.010, H44 1.010, C103 1.437
5 H 2.08 -2.78 -3.06  C63 1.090
6 C -1.79 -3.69 -1.84  H67 1.090, H70 1.090, H89 1.090, C126 1.525
7 H -4.25 -0.57 0.79  C99 1.090
8 H 3.11 -1.36 -2.82  C63 1.090
9 O -1.68 0.28 -4.59  C50 1.455, H75 0.960
10 H 1.61 -1.43 -1.94  C63 1.090
11 H 0.20 7.26 -1.39  N36 1.010
12 H 2.30 4.18 -4.38  C79 1.090
13 H -0.28 -1.05 -6.14  C35 1.090
14 O -2.38 -5.85 -0.79  H2 0.960, C126 1.432
15 H -0.23 -0.03 6.29  C119 1.090
16 O -3.94 1.83 -4.05  H51 0.960, C80 1.390
17 H -3.84 -0.63 -3.45  C96 1.090
18 C 3.69 1.64 -2.12  H39 1.090, O105 1.450, H120 1.090, H124 1.090
19 H 4.21 -4.03 -2.26  N76 1.010
20 H 0.25 0.42 4.56  C119 1.090
21 C -4.90 -1.94 2.34  H46 1.090, C99 1.526, H106 1.090, O138 1.432
22 O 4.64 -3.14 3.27  H57 0.960, C90 1.428
23 H 2.14 5.83 -5.10  C79 1.090
24 C -1.65 -1.86 4.82  C40 1.519, H43 1.090, H48 1.090, H78 1.090
25 H 5.86 2.45 -0.41  C94 1.090
26 H 4.92 1.06 0.05  C94 1.090
27 C -1.87 2.24 3.85  H77 1.090, H95 1.090, H101 1.090, C140 1.555
28 H 0.29 -5.19 0.53  C72 1.090
29 O -3.27 -2.18 0.60  H56 0.960, C99 1.394
30 H 3.64 1.51 2.08  N4 1.010
31 H 2.97 -2.66 2.13  C90 1.090
32 H -3.70 -4.38 -1.16  C126 1.090
33 H -4.85 3.34 2.22  C34 1.090
34 C -4.03 2.63 2.27  H33 1.090, H69 1.090, H91 1.090, C140 1.539
35 C -0.12 -1.51 -5.16  H13 1.090, H37 1.090, C50 1.573, H134 1.090
36 N -0.28 6.48 -0.97  H11 1.010, C73 1.449, H82 1.010
37 H -0.72 -2.41 -5.05  C35 1.090
38 H -3.48 1.87 -0.83  C59 1.090
39 H 3.17 0.73 -1.79  C18 1.090
40 C -0.14 -1.75 4.95  C24 1.519, H84 1.090, O109 1.376, C119 1.557
41 H -0.67 -0.74 -3.09  C50 1.090
42 H -5.54 -0.31 -3.13  C96 1.090
43 H -1.96 -1.24 3.98  C24 1.090
44 H 2.75 2.40 1.19  N4 1.010
45 H 1.31 -0.29 5.72  C119 1.090
46 H -4.06 -1.65 2.98  C21 1.090
47 H 5.67 1.65 2.67  C135 1.090
48 H -1.97 -2.89 4.66  C24 1.090
49 H 1.56 0.29 -4.03  C139 1.090
50 C -0.49 -0.40 -4.11  O9 1.455, C35 1.573, H41 1.090, C139 1.531
51 H -3.18 1.30 -4.30  O16 0.960
52 H -4.49 -0.46 -1.81  C96 1.090
53 H -0.07 1.52 -0.92  O81 0.960
54 O 1.15 -3.32 0.30  C72 1.448, C108 1.414
55 C 3.49 -0.99 3.31  H86 1.090, C90 1.523, H111 1.090, O133 1.405
56 H -3.29 -3.12 0.78  O29 0.960
57 H 5.15 -3.27 2.46  O22 0.960
58 H -0.31 -1.18 -0.54  C62 1.090
59 C -3.17 1.89 -1.88  H38 1.090, C80 1.484, H97 1.090, H114 1.090
60 H -0.40 -3.97 1.67  C72 1.090
61 H 5.46 3.27 3.31  C135 1.090
62 C -0.29 -0.66 0.42  H58 1.090, H100 1.090, C107 1.565, O122 1.420
63 C 2.42 -2.05 -2.34  H5 1.090, H8 1.090, H10 1.090, C87 1.517
64 H 0.19 4.42 -2.59  C65 1.090
65 C 1.11 4.85 -2.19  H3 1.090, H64 1.090, O71 1.442, C73 1.523
66 H -2.31 3.96 2.55  C140 1.090
67 H -1.29 -3.49 -0.90  C6 1.090
68 H 0.42 1.27 -3.16  C139 1.090
69 H -4.40 1.74 2.79  C34 1.090
70 H -2.32 -2.85 -2.29  C6 1.090
71 O 1.58 5.80 -3.16  C65 1.442, C79 1.420
72 C 0.48 -4.30 1.13  H28 1.090, O54 1.448, H60 1.090, H136 1.090
73 C 0.83 5.56 -0.87  N36 1.449, C65 1.523, C113 1.487, H115 1.090
74 H -0.18 3.91 0.14  C113 1.090
75 H -1.31 0.71 -5.37  O9 0.960
76 N 4.33 -3.24 -1.64  H19 1.010, C87 1.409, H112 1.010
77 H -2.48 1.62 4.51  C27 1.090
78 H -2.22 -1.31 5.57  C24 1.090
79 C 1.73 5.11 -4.39  H12 1.090, H23 1.090, O71 1.420, H93 1.090
80 C -4.30 1.49 -2.76  O16 1.390, C59 1.484, C96 1.568, H125 1.090
81 O 0.78 1.09 -0.85  H53 0.960, C107 1.373
82 H -0.77 6.19 -1.80  N36 1.010
83 H 4.69 3.95 1.07  C103 1.090
84 H 0.24 -2.06 3.98  C40 1.090
85 H 2.68 -2.88 3.87  C90 1.090
86 H 4.18 -0.75 4.11  C55 1.090
87 C 3.12 -2.71 -1.16  C63 1.517, N76 1.409, C108 1.576, H128 1.090
88 H 0.52 5.03 1.28  C113 1.090
89 H -1.03 -4.09 -2.51  C6 1.090
90 C 3.38 -2.50 3.13  O22 1.428, H31 1.090, C55 1.523, H85 1.090
91 H -3.63 2.33 1.30  C34 1.090
92 H -2.69 -5.90 -3.50  C102 1.090
93 H 0.78 4.76 -4.81  C79 1.090
94 C 4.87 2.14 -0.07  H25 1.090, H26 1.090, C103 1.560, O105 1.427
95 H -1.40 1.52 3.19  C27 1.090
96 C -4.52 -0.06 -2.82  H17 1.090, H42 1.090, H52 1.090, C80 1.568
97 H -2.71 2.83 -2.18  C59 1.090
98 H -5.21 -3.48 3.31  O138 0.960
99 C -4.51 -1.62 0.90  H7 1.090, C21 1.526, O29 1.394, H110 1.090
100 H -0.07 -1.42 1.16  C62 1.090
101 H -1.04 2.81 4.26  C27 1.090
102 C -3.44 -5.43 -2.87  H92 1.090, H123 1.090, C126 1.494, H141 1.090
103 C 4.63 2.88 1.29  N4 1.437, H83 1.090, C94 1.560, C135 1.534
104 H 6.70 2.85 2.06  C135 1.090
105 O 3.80 2.48 -0.95  C18 1.450, C94 1.427
106 H -5.79 -1.40 2.66  C21 1.090
107 C 0.82 0.44 0.36  H1 1.090, C62 1.565, O81 1.373, H131 1.090
108 C 2.26 -3.81 -0.43  O54 1.414, C87 1.576, H127 1.090, H129 1.090
109 O 0.20 -2.62 5.96  C40 1.376, H130 0.960
110 H -5.29 -1.92 0.20  C99 1.090
111 H 2.56 -0.65 3.77  C55 1.090
112 H 4.82 -2.52 -2.14  N76 1.010
113 C 0.64 4.62 0.27  C73 1.487, H74 1.090, H88 1.090, H117 1.090
114 H -2.32 1.20 -1.89  C59 1.090
115 H 1.68 6.19 -0.59  C73 1.090
116 H 4.58 -0.60 1.75  O133 0.960
117 H 1.51 3.99 0.44  C113 1.090
118 O -3.49 3.97 4.15  H137 0.960, C140 1.463
119 C 0.28 -0.31 5.36  H15 1.090, H20 1.090, C40 1.557, H45 1.090
120 H 3.06 2.21 -2.80  C18 1.090
121 H 0.58 1.31 -5.01  C139 1.090
122 O -1.49 0.06 0.68  C62 1.420, H132 0.960
123 H -3.91 -4.67 -3.50  C102 1.090
124 H 4.65 1.44 -2.58  C18 1.090
125 H -5.18 2.07 -2.48  C80 1.090
126 C -2.83 -4.80 -1.66  C6 1.525, O14 1.432, H32 1.090, C102 1.494
127 H 2.94 -4.35 0.23  C108 1.090
128 H 3.25 -1.94 -0.40  C87 1.090
129 H 1.86 -4.50 -1.17  C108 1.090
130 H 0.11 -3.51 5.61  O109 0.960
131 H 0.84 1.02 1.28  C107 1.090
132 H -2.14 -0.64 0.75  O122 0.960
133 O 3.77 -0.26 2.14  C55 1.405, H116 0.960
134 H 0.89 -1.92 -5.18  C35 1.090
135 C 5.67 2.71 2.40  H47 1.090, H61 1.090, C103 1.534, H104 1.090
136 H 1.10 -4.57 1.99  C72 1.090
137 H -3.81 4.78 3.75  O118 0.960
138 O -5.26 -3.32 2.36  C21 1.432, H98 0.960
139 C 0.56 0.72 -4.09  H49 1.090, C50 1.531, H68 1.090, H121 1.090
140 C -2.85 3.18 3.10  C27 1.555, C34 1.539, H66 1.090, O118 1.463
141 H -4.14 -6.21 -2.60  C102 1.090

M   754.1 g mol⁻¹
Charge   0
SMILES   COC[C@H](C)N.COC[C@H](C)N.COC[C@H](C)N.CC(C)O.CC(C)O.CC(C)O.CC(C)O.CC(C)O.OCCO.OCCO.OCCO
Orbital gap   9.33 eV


[4]
Entry from the OMol25 dataset: one molecule with the formula C4H11PS in a non-equilibrium geometry (the ωB97M-V functional and the def2-TZVPD basis).

Bonds (Å) are listed after each position.
Positions of all 17 atoms, in Å:
1 C 0.47 0.96 0.40  C4 1.743, H7 1.182, C16 1.536, H17 1.124
2 H -2.05 -1.36 1.61  C12 1.133
3 H 2.00 -0.48 -2.32  P9 1.410
4 C 0.24 0.55 -1.28  C1 1.743, S6 1.775, P9 1.924, H15 1.054
5 H 0.48 -1.01 1.39  C16 1.096
6 S 0.92 1.78 -2.37  C4 1.775, H10 1.298
7 H 1.64 1.00 0.58  C1 1.182
8 H -2.13 0.33 0.72  C12 1.086
9 P 0.81 -1.15 -1.97  H3 1.410, C4 1.924, H13 1.445
10 H 2.16 1.52 -2.09  S6 1.298
11 H -0.17 0.16 2.28  C16 1.074
12 C -1.57 -0.57 0.94  H2 1.133, H8 1.086, H14 1.081, C16 1.494
13 H 0.24 -0.89 -3.27  P9 1.445
14 H -1.34 -1.02 -0.01  C12 1.081
15 H -0.80 0.63 -1.40  C4 1.054
16 C -0.17 -0.14 1.25  C1 1.536, H5 1.096, H11 1.074, C12 1.494
17 H -0.06 1.93 0.59  C1 1.124

M   122.2 g mol⁻¹
Charge   0
Multiplicity   3
Orbital gap (spin up / spin down)   4.72 / 6.70 eV


[5]
Entry from the OMol25 dataset: a 2-piece molecular cluster, C3H10NO2 overall in a non-equilibrium geometry (the ωB97M-V functional and the def2-TZVPD basis).

Bonds (Å) are listed after each position.
Positions of all 16 atoms, in Å:
1 H -3.02 -0.21 -0.01  O4 0.962
2 H 2.23 2.17 0.87  C15 1.102
3 H 0.66 -0.86 1.28  C8 1.081
4 O -2.71 0.60 -0.42  H1 0.962, H7 0.964
5 O 0.66 1.34 1.85  C15 1.196
6 C 1.40 0.42 -0.22  C8 1.545, H11 1.085, C15 1.523, H16 1.092
7 H -3.42 1.24 -0.39  O4 0.964
8 C 0.81 -0.94 0.22  H3 1.081, C6 1.545, N9 1.507, H14 1.069
9 N -0.48 -1.15 -0.54  C8 1.507, H10 1.022, H12 1.034, H13 1.017
10 H -0.96 -2.01 -0.28  N9 1.022
11 H 2.39 0.30 -0.64  C6 1.085
12 H -1.06 -0.37 -0.18  N9 1.034
13 H -0.26 -1.13 -1.53  N9 1.017
14 H 1.54 -1.69 0.00  C8 1.069
15 C 1.45 1.39 0.96  H2 1.102, O5 1.196, C6 1.523
16 H 0.79 0.90 -0.99  C6 1.092

M   92.1 g mol⁻¹
Charge   +1
Orbital gap   10.40 eV


The highest M belongs to which entry?
C33H91N3O14


What is the charge in the third record?
0


What is the formula in the first record?
C4H6N2O